Entry 1:
The following is a DFT calculation (ωB97M-V/def2-TZVPD) of a molecular structure, C27H44BMgN12 in a non-equilibrium geometry.

Computed properties:
HOMO energy   -10.52 eV
Largest force on an atom   0.0623 hartree/bohr
Net charge   +1
Energy above the lowest of the compared OMol25 structures with the same formula, charge and spin   25.92 kcal per mole
Orbital gap   8.77 eV

Geometry (Å):
Mg 4.362 7.782 16.223
C 0.177 12.197 21.734
C 1.516 11.428 21.728
C 1.336 10.063 22.368
C 2.315 11.261 20.401
C 2.281 12.224 19.262
C 3.348 11.748 18.492
N 3.888 10.617 19.045
N 3.251 10.347 20.252
B 5.067 9.660 18.597
N 5.482 10.087 17.165
C 5.848 11.374 16.804
C 6.508 11.388 15.594
C 6.555 9.998 15.217
N 5.951 9.219 16.108
C 7.242 9.383 13.973
C 6.224 8.894 12.943
C 8.409 8.498 14.555
N 4.620 8.220 18.866
C 4.268 7.713 20.131
C 4.379 6.335 20.117
C 4.929 5.991 18.849
N 5.007 7.110 18.047
C 5.435 4.650 18.473
C 6.954 4.590 18.218
C 4.490 4.159 17.394
H -0.353 12.245 22.781
H -0.533 11.669 21.045
H 0.249 13.136 21.249
H 2.187 12.009 22.389
H 0.794 9.398 21.626
H 0.824 10.190 23.325
H 2.305 9.579 22.634
H 1.694 13.142 19.038
H 3.809 12.152 17.577
H 5.947 9.981 19.366
H 5.727 12.252 17.454
H 6.959 12.269 15.141
H 7.679 10.252 13.576
H 5.500 8.214 13.460
H 6.714 8.347 12.135
H 5.566 9.648 12.465
H 7.870 7.650 15.056
H 9.135 8.953 15.238
H 8.947 7.987 13.740
H 4.006 8.433 20.941
H 4.362 5.845 21.037
H 5.268 4.047 19.344
H 7.080 4.975 17.228
H 7.172 3.521 18.220
H 7.567 5.120 19.018
H 4.078 4.888 16.739
H 3.689 3.517 17.824
H 5.084 3.498 16.709
C 6.811 4.269 12.720
N 5.746 5.030 13.358
C 4.397 5.145 12.927
C 3.744 5.837 13.904
N 4.675 6.365 14.819
C 5.834 5.849 14.469
H 7.011 4.768 11.675
H 6.573 3.182 12.645
H 7.680 4.244 13.368
H 3.964 4.876 11.921
H 2.698 6.172 13.845
H 6.696 5.979 15.068
C -1.607 9.036 18.809
C -1.917 9.442 17.362
C -2.554 8.271 16.584
C -0.804 10.240 16.646
N 0.494 9.525 16.381
C 1.477 8.872 17.043
N 2.352 8.312 16.226
N 1.905 8.697 14.980
N 0.881 9.463 15.065
H -2.547 8.731 19.219
H -1.213 9.991 19.286
H -0.962 8.198 18.768
H -2.726 10.218 17.463
H -1.807 7.487 16.385
H -3.000 8.651 15.635
H -3.314 7.779 17.183
H -0.584 11.157 17.247
H -1.202 10.432 15.683
H 1.523 8.851 18.171

Entry 2:
The following is a DFT calculation (ωB97M-V/def2-TZVPD) of a molecular structure, C36H58CuN5O2SbSi3 in a non-equilibrium geometry.

Computed properties:
Expectation value of S²   0.753
HOMO energy (alpha / beta)   -11.14 / -11.14 eV
Largest force on an atom   0.0772 hartree/bohr
Multiplicity   2
Net charge   +2
Energy above the lowest of the compared OMol25 structures with the same formula, charge and spin   44.51 kcal per mole
Orbital gap (alpha / beta)   4.82 / 3.15 eV

Geometry (Å):
Cu -16.048 -1.193 -13.695
C -14.747 -4.898 -15.516
O -16.239 -4.826 -15.306
C -16.505 -3.576 -14.904
N -15.461 -2.789 -14.721
C -14.253 -3.461 -15.319
C -12.974 -3.335 -14.484
C -11.820 -2.907 -15.144
C -10.658 -2.815 -14.420
C -10.599 -3.173 -13.092
C -11.742 -3.684 -12.422
C -12.936 -3.735 -13.147
C -17.919 -3.229 -14.708
C -18.881 -4.119 -15.150
C -20.228 -3.750 -14.883
C -20.582 -2.645 -14.151
C -19.494 -1.757 -13.806
N -18.186 -2.033 -14.042
C -19.889 -0.568 -13.048
N -19.161 0.235 -12.353
C -19.994 1.180 -11.602
C -21.242 1.227 -12.509
O -21.208 -0.154 -13.184
C -19.493 2.573 -11.379
C -19.383 3.052 -10.066
C -19.225 4.426 -9.819
C -18.863 5.305 -10.854
C -18.786 4.812 -12.178
C -19.203 3.480 -12.431
H -14.575 -5.295 -16.534
H -14.326 -5.699 -14.842
H -13.953 -2.968 -16.257
H -11.793 -2.693 -16.213
H -9.790 -2.369 -14.927
H -9.628 -3.078 -12.602
H -11.673 -3.883 -11.331
H -13.852 -4.100 -12.698
H -18.454 -5.012 -15.555
H -21.057 -4.385 -15.326
H -21.595 -2.404 -13.858
H -20.284 0.733 -10.647
H -21.155 2.051 -13.252
H -22.200 1.192 -11.928
H -19.459 2.351 -9.212
H -19.434 4.811 -8.816
H -18.678 6.367 -10.628
H -18.344 5.411 -12.962
H -19.220 3.141 -13.456
N -16.482 -0.921 -11.783
C -15.611 -0.207 -10.808
C -14.657 0.767 -11.514
C -15.301 1.857 -12.376
C -15.065 1.774 -13.849
N -15.781 0.664 -14.524
H -17.449 -0.452 -11.863
H -16.712 -1.881 -11.388
H -15.049 -0.982 -10.244
H -16.154 0.406 -10.058
H -13.886 0.156 -12.006
H -14.050 1.269 -10.743
H -14.953 2.906 -12.067
H -16.401 1.821 -12.240
H -14.017 1.688 -14.166
H -15.457 2.723 -14.269
H -15.289 0.572 -15.398
H -16.714 1.085 -14.788
C -17.842 -3.655 -4.410
Si -18.243 -2.565 -5.890
C -16.824 -1.200 -6.147
C -19.727 -1.467 -5.501
Sb -18.628 -3.970 -8.158
Si -20.529 -5.548 -7.607
C -21.907 -4.349 -7.056
C -20.189 -6.834 -6.330
C -21.099 -6.506 -9.139
Si -16.545 -5.460 -8.740
C -14.959 -4.442 -8.777
C -16.777 -6.080 -10.525
C -16.444 -6.930 -7.618
H -17.925 -3.142 -3.432
H -16.828 -4.100 -4.579
H -18.568 -4.459 -4.322
H -16.773 -0.483 -5.304
H -17.024 -0.685 -7.087
H -15.816 -1.635 -6.181
H -19.354 -0.425 -5.637
H -20.264 -1.610 -4.529
H -20.515 -1.460 -6.240
H -21.524 -3.848 -6.176
H -22.813 -4.983 -6.782
H -22.199 -3.663 -7.846
H -19.748 -6.389 -5.458
H -19.537 -7.660 -6.748
H -21.086 -7.389 -6.089
H -21.489 -5.792 -9.876
H -21.993 -7.102 -8.736
H -20.335 -7.119 -9.566
H -14.146 -5.156 -9.018
H -14.700 -3.958 -7.820
H -15.060 -3.717 -9.614
H -16.743 -5.281 -11.285
H -17.729 -6.597 -10.733
H -15.877 -6.719 -10.766
H -16.271 -6.698 -6.569
H -15.702 -7.577 -8.006
H -17.354 -7.528 -7.639

> Which of these has the highest largest force on an atom?

C36H58CuN5O2SbSi3